(1)
The molecule C27H37N3O2S, computed with ωB97M-V/def2-TZVPD.

Each line ends with the Mulliken charge.
CARTESIAN COORDINATES (ANGSTROEM)
C (1.89822, 1.20985, 3.66978)  -1.32
H (1.47547, 1.30496, 4.66624)  0.46
H (2.96243, 1.00667, 3.76081)  0.30
H (1.77060, 2.15440, 3.14350)  0.27
C (1.20906, 0.07442, 2.92339)  -0.57
N (1.80742, -0.12593, 1.61158)  0.71
C (2.37470, -1.33490, 1.33918)  0.78
O (2.33804, -2.25657, 2.13126)  -0.68
C (3.01439, -1.51688, 0.00376)  -0.09
C (4.02738, -0.68890, -0.46725)  0.82
C (4.70045, -0.98723, -1.64030)  -0.43
C (4.35101, -2.11238, -2.36518)  -0.50
C (3.33216, -2.93747, -1.91611)  -0.83
C (2.68141, -2.65041, -0.73082)  -0.75
H (1.91054, -3.30283, -0.35012)  0.59
H (3.05500, -3.81361, -2.48250)  0.42
H (4.87446, -2.34277, -3.28078)  0.39
H (5.49296, -0.33544, -1.97462)  0.44
S (4.44764, 0.80582, 0.41826)  -0.32
C (2.84321, 1.53190, 0.13232)  0.74
C (2.72750, 2.63081, -0.70422)  -0.51
C (1.48252, 3.14795, -1.00159)  -0.81
C (0.34105, 2.56516, -0.45993)  0.67
C (0.46439, 1.47222, 0.38757)  0.25
C (1.71306, 0.94497, 0.70059)  -1.52
H (-0.41491, 0.98334, 0.77911)  -0.02
C (-1.00468, 3.05952, -0.89114)  0.30
O (-1.20863, 3.46981, -2.01662)  -0.67
N (-1.95853, 3.00957, 0.06743)  -0.11
H (-1.71617, 2.65315, 0.97824)  0.18
C (-3.36881, 3.13103, -0.21720)  -1.19
H (-3.81559, 3.85693, 0.46952)  0.43
H (-3.45538, 3.50582, -1.23911)  0.44
C (-4.06511, 1.77305, -0.07465)  -0.41
H (-3.82759, 1.35746, 0.90665)  0.30
H (-5.14261, 1.92551, -0.13047)  0.33
C (-3.59580, 0.78715, -1.15281)  -0.78
N (-3.55146, -0.58900, -0.68662)  1.21
C (-4.86857, -1.21095, -0.61391)  -1.60
H (-5.52436, -0.81784, -1.40929)  0.23
C (-5.57967, -1.04702, 0.73718)  1.30
C (-6.92990, -1.75918, 0.68657)  -1.71
H (-6.79361, -2.82295, 0.50222)  0.36
H (-7.55276, -1.35140, -0.10677)  0.43
H (-7.45652, -1.64066, 1.63066)  0.41
C (-4.72648, -1.60280, 1.87205)  -1.34
H (-4.59183, -2.67587, 1.75653)  0.31
H (-5.20085, -1.41841, 2.83348)  0.47
H (-3.74761, -1.13312, 1.86650)  0.10
H (-5.76191, 0.01345, 0.92409)  -0.02
H (-4.75183, -2.28309, -0.78904)  0.50
C (-2.61474, -1.40713, -1.45026)  -1.59
H (-3.10016, -1.85106, -2.33482)  0.27
C (-1.98956, -2.51831, -0.59555)  1.43
C (-1.22918, -3.50047, -1.48234)  -1.93
H (-0.44126, -2.98534, -2.02927)  0.31
H (-1.89601, -3.96995, -2.20252)  0.51
H (-0.77478, -4.28176, -0.87735)  0.43
C (-1.05719, -1.90893, 0.44570)  -0.95
H (-1.59988, -1.17595, 1.03663)  -0.12
H (-0.66184, -2.67033, 1.11403)  0.66
H (-0.22078, -1.41634, -0.04766)  -0.01
H (-2.78727, -3.05652, -0.07594)  0.12
H (-1.80382, -0.77080, -1.81368)  0.59
H (-2.58041, 1.06736, -1.44142)  0.37
H (-4.23101, 0.89607, -2.04892)  0.18
H (1.37455, 3.99020, -1.66672)  0.51
H (3.62204, 3.06627, -1.12147)  0.49
H (1.33431, -0.86768, 3.46096)  0.58
H (0.13919, 0.27769, 2.82219)  0.20

multiplicity = 1
LUMO level = 0.42 eV
orbital gap = 9.02 eV
energy above the lowest of the compared OMol25 structures with the same formula, charge and spin = 0.089 eV
SMILES string = CCN1C(=O)c2ccccc2Sc2ccc(C(=O)NCCCN(CC(C)C)CC(C)C)cc21
F_max = 0.51 eV/Å

(2)
The ion C27H37N4O4S2 with charge +1 at a distorted geometry, computed with ωB97M-V/def2-TZVPD.

Each line ends with the Mulliken charge.
CARTESIAN COORDINATES (ANGSTROEM)
C (-3.34418, -3.58307, -2.58697)  -1.42
C (-3.36306, -2.61097, -1.41400)  -0.32
H (-3.83784, -1.67194, -1.71173)  0.19
O (-2.05002, -2.22166, -1.01603)  0.11
C (-1.25013, -3.09271, -0.38161)  0.37
C (-1.60797, -4.31617, 0.17500)  -0.67
C (-0.67825, -5.11373, 0.83242)  -0.86
C (0.64790, -4.74617, 0.96668)  -0.90
C (1.02099, -3.53398, 0.41758)  1.16
C (0.09869, -2.70470, -0.25012)  -0.68
N (0.62169, -1.55884, -0.76080)  -0.05
C (1.86901, -1.44493, -0.54258)  0.38
N (2.65699, -0.36104, -0.90431)  0.56
C (2.16740, 0.91040, -1.04598)  0.54
O (2.95140, 1.86347, -1.04210)  -0.69
C (0.71046, 1.10116, -1.16182)  0.39
C (0.06439, 1.90473, -0.22551)  -0.73
C (-1.31015, 2.05314, -0.28081)  -0.70
C (-2.02035, 1.41231, -1.27671)  -0.22
C (-1.38186, 0.66917, -2.25129)  -0.55
C (-0.01057, 0.50876, -2.19747)  -0.21
H (0.49898, -0.07152, -2.94982)  0.41
H (-1.97372, 0.20415, -3.02240)  0.53
S (-3.81260, 1.57572, -1.31899)  1.35
O (-4.13418, 2.88219, -1.80111)  -0.77
O (-4.33857, 0.43416, -2.01827)  -0.71
N (-4.15333, 1.51519, 0.31274)  0.38
C (-4.05927, 0.17973, 0.86233)  -0.19
C (-3.99995, 0.26424, 2.38565)  -0.88
C (-5.22639, 1.00505, 2.91370)  -0.73
C (-5.32132, 2.37924, 2.25470)  -0.68
C (-5.34783, 2.22280, 0.73731)  -0.75
H (-5.34047, 3.18807, 0.23083)  0.44
H (-6.25085, 1.67376, 0.43439)  0.36
H (-6.22392, 2.89678, 2.57918)  0.36
H (-4.45729, 2.98200, 2.53853)  0.28
H (-5.16248, 1.11042, 3.99754)  0.37
H (-6.12492, 0.42927, 2.68297)  0.32
H (-3.95064, -0.74232, 2.80311)  0.33
H (-3.09576, 0.80246, 2.67580)  0.35
H (-3.15373, -0.27789, 0.45638)  -0.14
H (-4.92283, -0.42528, 0.55086)  0.30
H (-1.84121, 2.64711, 0.44482)  0.56
H (0.63431, 2.38403, 0.55653)  0.40
C (4.09051, -0.58406, -1.06846)  -1.81
H (4.23564, -1.64495, -1.27777)  0.62
C (4.92340, -0.19366, 0.15584)  -0.60
N (5.17023, 1.26814, 0.18668)  0.72
C (5.22220, 1.80610, 1.56666)  -0.50
C (3.83112, 1.96944, 2.15559)  -1.16
H (3.30878, 1.02053, 2.25098)  0.29
H (3.90963, 2.40556, 3.14718)  0.48
H (3.23644, 2.63746, 1.53684)  0.27
H (5.70629, 2.78200, 1.53178)  0.47
H (5.83553, 1.14065, 2.17958)  0.33
C (6.35827, 1.65482, -0.61453)  -0.45
C (6.24642, 3.08554, -1.11516)  -1.16
H (5.32429, 3.22283, -1.67499)  0.27
H (7.08110, 3.30172, -1.77546)  0.42
H (6.27121, 3.80846, -0.30490)  0.34
H (6.42534, 0.98377, -1.47227)  0.38
H (7.25412, 1.51875, -0.00358)  0.36
H (4.30727, 1.68951, -0.31389)  0.14
H (4.38646, -0.49205, 1.05745)  0.55
H (5.87971, -0.72033, 0.14303)  0.22
H (4.41388, -0.01246, -1.94407)  0.60
S (2.59569, -2.78935, 0.38313)  -0.32
H (1.36018, -5.37666, 1.47201)  0.43
H (-1.00438, -6.05433, 1.24801)  0.43
H (-2.62464, -4.66638, 0.10487)  0.48
H (-3.90885, -3.03163, -0.56190)  0.48
H (-2.81519, -3.13878, -3.42584)  0.31
H (-4.36403, -3.79567, -2.89248)  0.43
H (-2.85318, -4.51757, -2.32295)  0.41

multiplicity = 1
total charge = +1
LUMO level = -2.59 eV
orbital gap = 8.01 eV
energy above the lowest of the compared OMol25 structures with the same formula, charge and spin = 0.127 eV
SMILES string = CCOc1cccc2sc(N(CC[NH+](CC)CC)C(=O)c3ccc(S(=O)(=O)N4CCCCC4)cc3)nc12
F_max = 1.51 eV/Å

(3)
A cluster of 2 separate species, C27H38BFN3O7P2S3 in total at a distorted geometry, computed with ωB97M-V/def2-TZVPD.

Each line ends with the Mulliken charge.
CARTESIAN COORDINATES (ANGSTROEM)
C (2.27016, -2.77105, 3.60790)  -1.28
C (1.19598, -1.73053, 3.03666)  0.86
P (-0.37448, -2.58848, 2.45372)  -0.03
C (-0.93753, -3.51304, 4.02346)  -1.10
C (-1.66979, -1.36540, 1.90065)  0.18
C (-3.07088, -1.85852, 1.87229)  0.70
C (-3.47898, -3.32877, 2.23274)  -1.69
N (-4.10559, -3.46096, 3.57226)  -0.54
C (-4.20492, -1.00494, 1.47803)  -1.18
C (-3.96028, 0.36894, 1.06803)  0.07
B (-5.14626, 1.37594, 0.62699)  0.78
O (-5.78484, 2.08990, 1.67514)  -0.56
O (-5.53388, 1.59914, -0.71360)  -0.65
C (-2.58009, 0.83437, 1.05677)  1.08
C (-1.40390, 0.04670, 1.46504)  -1.11
N (-0.03929, 0.57889, 1.40124)  1.14
C (0.32133, 0.52110, -0.08682)  -0.55
C (1.56904, -0.37824, -0.39132)  -0.42
C (2.22814, -0.11749, -1.80018)  -0.97
C (1.35688, -0.88100, -2.88950)  -0.09
N (0.66124, 0.09173, -3.76776)  0.60
C (-0.68297, -0.19948, -3.99905)  -0.49
C (-1.09172, 0.91691, -4.86790)  -0.64
C (0.02248, 1.85849, -5.10061)  -0.69
C (1.13391, 1.23675, -4.36802)  -0.27
C (0.07306, 1.98134, 1.75703)  -1.83
C (-0.89114, 3.04481, 1.43081)  1.14
C (-0.74600, 4.45669, 1.79748)  -0.85
C (0.45603, 4.85132, 2.51229)  0.34
P (0.60875, 6.69400, 2.97481)  0.08
O (0.54253, 7.54161, 1.51849)  -0.46
O (-0.69615, 7.10078, 3.98277)  -0.47
C (1.51164, 3.86392, 2.86246)  -0.13
S (2.96528, 4.53638, 3.69535)  1.30
O (3.61465, 5.43378, 2.74848)  -0.54
O (3.92062, 3.55288, 4.16212)  -0.60
F (2.56230, 5.47055, 4.98776)  -0.22
C (1.29204, 2.46339, 2.48320)  0.88
S (2.55014, 1.21137, 2.84516)  -0.22
S (-2.35560, 2.56699, 0.49981)  -0.62
H (2.97458, -2.98865, 2.75716)  0.34
H (1.80351, -3.74023, 3.90864)  0.36
H (2.87647, -2.28289, 4.41069)  0.29
H (1.66872, -1.22981, 2.16540)  -0.48
H (0.97600, -1.00758, 3.87493)  0.33
H (-1.12979, -4.56884, 3.67312)  0.27
H (-0.13894, -3.54620, 4.80537)  0.47
H (-1.91243, -3.10379, 4.38885)  0.41
H (-2.62072, -4.03187, 2.06225)  0.53
H (-4.27117, -3.62053, 1.47549)  0.47
H (-5.06282, -3.10077, 3.52293)  0.28
H (-4.20314, -4.45981, 3.79294)  0.23
H (-5.25768, -1.37507, 1.47093)  0.26
H (-6.75110, 1.99078, 1.62256)  0.31
H (-5.19205, 2.49335, -0.92164)  0.31
H (0.48214, 1.55629, -0.50482)  0.40
H (-0.54665, 0.08693, -0.66420)  0.27
H (1.33470, -1.47082, -0.22373)  0.28
H (2.35367, -0.12615, 0.38429)  0.13
H (3.28760, -0.47751, -1.81809)  0.36
H (2.22660, 1.00247, -1.94241)  0.38
H (2.04711, -1.52412, -3.49974)  -0.12
H (0.62851, -1.59305, -2.41287)  0.45
H (-1.27117, -1.05335, -3.62052)  0.41
H (-2.12301, 1.03813, -5.26383)  0.34
H (0.06897, 2.80485, -5.67172)  0.38
H (2.18712, 1.57721, -4.22557)  0.41
H (-1.53101, 5.20633, 1.53499)  0.22
H (-0.18698, 7.15394, 0.98603)  0.34
H (-1.39861, 7.57011, 3.48930)  0.30
H (3.03518, 1.42040, 4.10992)  0.20
C (3.77704, -4.50035, -5.35914)  -1.38
C (2.45518, -3.86064, -5.83253)  0.33
C (2.73002, -3.04863, -7.11471)  -1.37
O (2.02472, -3.01393, -4.87665)  -0.80
H (4.54090, -3.74809, -5.13738)  0.30
H (3.62425, -5.10418, -4.45939)  0.30
H (4.18719, -5.16602, -6.13464)  0.41
H (1.80171, -4.70639, -6.14208)  0.14
H (3.46154, -2.25162, -6.94727)  0.30
H (1.81286, -2.59192, -7.49800)  0.30
H (3.12905, -3.69877, -7.90908)  0.41

multiplicity = 1
total charge = -1
LUMO level = 0.71 eV
orbital gap = 3.58 eV
F_max = 5.44 eV/Å

no.,HOMO energy (eV)
1,-8.61
2,-10.60
3,-2.87